Version a
ORCA calculation (ωB97M-V/def2-TZVPD) on a molecular structure, C46H52BClN15OTi.

Computed properties:
HOMO ... -15.4 eV
Gap between HOMO and LUMO ... 5.5760 eV
E_LUMO ... -9.8 eV

```
! wB97M-V def2-TZVPD RIJCOSX def2/J DEFGRID3
* xyz 3 1
Ti -0.79 1.54 1.42
C -0.56 -1.07 0.02
N -1.78 -0.25 0.24
C -2.33 0.14 -1.07
C -1.61 1.32 -1.65
C -1.95 1.78 -2.91
C -1.29 2.88 -3.43
C -0.25 3.42 -2.70
C 0.04 2.90 -1.45
N -0.66 1.90 -0.89
C -2.80 -1.09 0.90
C -2.70 -1.04 2.39
C -3.35 -2.01 3.14
C -3.29 -1.95 4.52
C -2.58 -0.91 5.10
C -2.00 0.03 4.27
N -2.04 -0.01 2.93
C 0.31 -1.15 1.24
C 0.98 -2.30 1.60
C 1.86 -2.26 2.67
C 2.03 -1.07 3.37
C 1.31 0.04 2.97
N 0.47 0.00 1.92
H 0.04 -0.59 -0.74
H -0.81 -2.07 -0.35
H -3.38 0.41 -0.97
H -2.29 -0.70 -1.77
H -2.72 1.27 -3.47
H -1.56 3.28 -4.39
H 0.34 4.24 -3.08
H 0.90 3.27 -0.92
H -2.74 -2.12 0.54
H -3.81 -0.75 0.63
H -3.90 -2.79 2.64
H -3.79 -2.70 5.13
H -2.49 -0.82 6.17
H -1.51 0.88 4.71
H 0.84 -3.21 1.03
H 2.41 -3.15 2.96
H 2.71 -1.00 4.20
H 1.41 0.98 3.48
C -4.36 3.45 0.36
C -3.77 2.30 0.84
N -2.48 2.53 1.12
N -2.22 3.84 0.84
C -3.35 4.41 0.38
B -1.06 4.61 1.56
N 0.37 4.09 1.16
C 1.46 4.86 1.06
C 2.59 4.06 1.12
C 2.10 2.77 1.27
N 0.76 2.80 1.30
N -1.18 4.12 3.03
C -1.29 4.80 4.19
C -0.87 3.98 5.22
C -0.51 2.79 4.60
N -0.74 2.86 3.28
N -1.11 6.06 1.27
C -0.87 7.20 1.99
C -0.89 8.26 1.13
C -1.13 7.68 -0.14
N -1.25 6.37 -0.05
H -5.38 3.60 0.06
H -4.24 1.35 1.02
H -3.38 5.45 0.11
H 1.38 5.93 0.95
H 3.61 4.37 1.08
H 2.65 1.86 1.35
H -1.65 5.81 4.22
H -0.82 4.22 6.27
H -0.05 1.93 5.06
H -0.68 7.19 3.05
H -0.76 9.30 1.36
H -1.23 8.18 -1.09
C 4.95 -4.08 -2.44
C 3.50 -4.34 -1.99
C 3.21 -5.83 -2.26
C 3.42 -4.19 -0.46
C 2.47 -3.39 -2.74
O 1.37 -3.04 -1.89
C 1.93 -3.99 -4.07
C 0.77 -5.00 -3.98
C -0.43 -4.44 -3.26
C -1.14 -3.36 -3.78
C -2.19 -2.79 -3.10
C -2.56 -3.31 -1.86
Cl -3.83 -2.54 -0.95
C -1.92 -4.43 -1.35
C -0.87 -4.99 -2.05
C 3.00 -1.98 -3.17
N 3.01 -1.01 -2.10
C 2.02 -0.14 -1.88
N 2.17 0.45 -0.71
C 3.37 -0.05 -0.29
N 3.89 -0.94 -1.10
H 5.60 -4.86 -2.03
H 5.32 -3.13 -2.07
H 5.05 -4.12 -3.52
H 3.93 -6.43 -1.69
H 3.33 -6.09 -3.31
H 2.22 -6.12 -1.91
H 4.26 -4.72 -0.01
H 2.50 -4.64 -0.07
H 3.47 -3.16 -0.14
H 0.93 -3.86 -1.63
H 2.76 -4.43 -4.63
H 1.56 -3.15 -4.67
H 1.08 -5.93 -3.52
H 0.49 -5.23 -5.01
H -0.86 -2.96 -4.75
H -2.75 -1.97 -3.52
H -2.26 -4.86 -0.42
H -0.38 -5.88 -1.66
H 2.29 -1.59 -3.88
H 3.97 -2.04 -3.65
H 1.20 0.02 -2.57
H 3.85 0.20 0.64
*
```


Version b
ORCA calculation (ωB97M-V/def2-TZVPD) on a molecular structure, C46H52BClN15OTi.

Computed properties:
HOMO ... -15.0 eV
Gap between HOMO and LUMO ... 5.0812 eV
E_LUMO ... -10.0 eV

```
! wB97M-V def2-TZVPD RIJCOSX def2/J DEFGRID3
* xyz 3 1
Ti -0.19 2.01 -1.87
C -2.07 2.45 -4.22
N -2.13 1.59 -3.01
C -3.38 1.88 -2.26
C -3.11 2.45 -0.91
C -4.14 2.98 -0.16
C -3.94 3.20 1.20
C -2.73 2.82 1.75
C -1.72 2.37 0.92
N -1.87 2.23 -0.42
C -2.15 0.17 -3.43
C -0.82 -0.22 -3.98
C -0.67 -1.34 -4.78
C 0.60 -1.69 -5.21
C 1.66 -0.88 -4.83
C 1.43 0.22 -4.04
N 0.20 0.57 -3.60
C -1.69 3.84 -3.83
C -2.19 4.96 -4.47
C -1.69 6.21 -4.12
C -0.70 6.29 -3.16
C -0.25 5.13 -2.56
N -0.76 3.91 -2.87
H -3.03 2.42 -4.74
H -1.32 2.05 -4.90
H -3.90 0.94 -2.09
H -4.06 2.49 -2.86
H -5.10 3.18 -0.62
H -4.73 3.61 1.81
H -2.54 2.89 2.81
H -0.77 2.07 1.32
H -2.95 0.00 -4.15
H -2.38 -0.43 -2.55
H -1.54 -1.92 -5.05
H 0.75 -2.56 -5.83
H 2.67 -1.10 -5.14
H 2.27 0.83 -3.74
H -2.94 4.85 -5.24
H -2.07 7.10 -4.61
H -0.26 7.24 -2.88
H 0.55 5.15 -1.84
C 3.44 3.40 -3.79
C 2.06 3.32 -3.70
N 1.71 2.63 -2.60
N 2.87 2.25 -1.99
C 3.91 2.72 -2.68
B 2.77 1.63 -0.56
N 1.90 0.35 -0.62
C 2.17 -0.88 -0.17
C 1.02 -1.66 -0.25
C 0.05 -0.80 -0.73
N 0.59 0.42 -0.96
N 1.96 2.71 0.22
C 2.39 3.67 1.05
C 1.40 4.63 1.19
C 0.38 4.19 0.37
N 0.72 3.04 -0.23
N 4.09 1.31 0.03
C 4.45 1.14 1.34
C 5.65 0.49 1.37
C 5.95 0.26 0.01
N 5.01 0.73 -0.79
H 4.03 3.89 -4.55
H 1.32 3.70 -4.38
H 4.92 2.51 -2.34
H 3.17 -1.12 0.17
H 0.90 -2.68 0.04
H -0.99 -1.00 -0.89
H 3.37 3.62 1.49
H 1.42 5.51 1.81
H -0.59 4.63 0.21
H 3.82 1.47 2.15
H 6.23 0.21 2.23
H 6.82 -0.23 -0.41
C 1.01 -5.42 4.25
C 0.74 -3.90 4.25
C 1.05 -3.39 2.84
C 1.76 -3.26 5.21
C -0.72 -3.64 4.77
O -0.77 -4.10 6.13
C -1.88 -4.42 4.07
C -2.72 -3.93 2.89
C -2.22 -4.06 1.46
C -1.38 -5.08 1.04
C -0.99 -5.20 -0.29
C -1.48 -4.30 -1.22
Cl -1.00 -4.41 -2.89
C -2.37 -3.31 -0.84
C -2.72 -3.19 0.49
C -1.09 -2.15 5.01
N -0.64 -1.15 4.04
C -1.01 -0.91 2.78
N -0.23 0.02 2.24
C 0.59 0.34 3.27
N 0.38 -0.34 4.37
H 2.04 -5.60 3.93
H 0.37 -5.96 3.56
H 0.91 -5.86 5.24
H 2.06 -3.73 2.58
H 1.07 -2.30 2.77
H 0.37 -3.79 2.08
H 2.76 -3.58 4.93
H 1.59 -3.58 6.24
H 1.73 -2.18 5.17
H -0.79 -5.06 6.14
H -2.61 -4.52 4.88
H -1.54 -5.44 3.89
H -3.07 -2.91 3.06
H -3.63 -4.53 2.93
H -1.01 -5.80 1.75
H -0.33 -6.00 -0.60
H -2.81 -2.68 -1.60
H -3.45 -2.43 0.78
H -0.62 -1.85 5.94
H -2.17 -2.06 5.14
H -1.79 -1.46 2.28
H 1.37 1.08 3.20
*
```


version b (1.723 eV below the next structure)


Version a
ORCA calculation (ωB97M-V/def2-TZVPD) on 2 unconnected molecules or ions with the total composition C4H12S.

Computed properties:
HOMO ... -9.0 eV
Gap between HOMO and LUMO ... 9.8821 eV
E_LUMO ... 0.9 eV
SMILES string ... CCS.CC

```
! wB97M-V def2-TZVPD RIJCOSX def2/J DEFGRID3
* xyz 0 1
C 0.44 3.23 0.09
C 1.59 2.43 0.72
S 0.89 0.85 1.35
H -0.55 2.90 0.42
H 0.56 4.32 0.22
H 0.69 3.16 -0.96
H 2.02 2.93 1.58
H 2.44 2.27 0.03
H 1.77 -0.07 0.89
C -2.60 -3.40 -1.45
C -1.09 -3.60 -1.78
H -2.68 -2.91 -0.47
H -3.12 -2.77 -2.18
H -3.03 -4.38 -1.32
H -0.47 -2.71 -1.92
H -0.99 -4.24 -2.66
H -0.50 -4.07 -0.99
*
```


Version b
ORCA calculation (ωB97M-V/def2-TZVPD) on 2 unconnected molecules or ions with the total composition C4H12S.

Computed properties:
HOMO ... -8.4 eV
Gap between HOMO and LUMO ... 9.4238 eV
E_LUMO ... 1.0 eV
SMILES string ... CSC.CC

```
! wB97M-V def2-TZVPD RIJCOSX def2/J DEFGRID3
* xyz 0 1
C 0.81 -1.16 0.44
S -0.79 -0.86 1.07
C -1.87 -2.15 0.30
H 1.42 -0.72 1.25
H 1.23 -2.14 0.19
H 1.04 -0.61 -0.47
H -2.58 -1.60 -0.33
H -2.41 -2.72 1.04
H -1.27 -2.69 -0.42
C 1.28 1.82 -1.70
C 1.09 3.05 -0.81
H 2.12 1.24 -1.31
H 0.33 1.30 -1.86
H 1.55 2.23 -2.71
H 2.06 3.42 -0.51
H 0.64 3.89 -1.34
H 0.39 2.79 0.04
*
```


version a (0.127 eV below the next structure)


Version a
ORCA calculation (ωB97M-V/def2-TZVPD) on 2 unconnected molecules or ions with the total composition C5H13N.

Computed properties:
HOMO ... -8.0 eV
Gap between HOMO and LUMO ... 8.7908 eV
E_LUMO ... 0.8 eV
SMILES string ... C=CCCC.N

```
! wB97M-V def2-TZVPD RIJCOSX def2/J DEFGRID3
* xyz 0 1
C -0.85 0.35 1.36
C -1.07 -0.85 0.76
C -1.17 -0.85 -0.73
C 0.21 -1.59 -0.74
C 1.45 -0.67 -0.59
H -1.68 1.05 1.41
H -0.20 0.38 2.24
H -1.33 -1.77 1.27
H -1.08 0.13 -1.19
H -1.95 -1.45 -1.19
H 0.36 -2.25 -1.61
H 0.37 -2.33 0.04
H 1.56 0.14 -1.31
H 1.32 -0.20 0.39
H 2.34 -1.29 -0.53
N 0.59 2.69 -0.13
H 1.13 3.15 0.60
H -0.09 3.39 -0.41
H 0.08 1.96 0.37
*
```


Version b
ORCA calculation (ωB97M-V/def2-TZVPD) on a single C5H13N molecule.

Computed properties:
HOMO ... -8.9 eV
Gap between HOMO and LUMO ... 10.0387 eV
E_LUMO ... 1.1 eV
SMILES string ... CCCNCC

```
! wB97M-V def2-TZVPD RIJCOSX def2/J DEFGRID3
* xyz 0 1
C 0.64 2.60 -0.70
C -0.42 1.97 0.25
C -0.76 0.49 0.02
N 0.31 -0.44 -0.36
C -0.18 -1.87 -0.30
C 0.60 -2.72 0.66
H 1.39 1.88 -1.02
H 1.05 3.58 -0.45
H 0.01 2.88 -1.57
H -0.11 2.04 1.32
H -1.34 2.49 0.00
H -1.62 0.45 -0.65
H -1.21 0.04 0.94
H 0.91 -0.45 0.46
H -1.23 -1.83 0.04
H -0.30 -2.15 -1.36
H 0.30 -3.74 0.50
H 1.68 -2.66 0.53
H 0.29 -2.55 1.70
*
```


Version c
ORCA calculation (ωB97M-V/def2-TZVPD) on a single C5H13N molecule.

Computed properties:
HOMO ... -9.2 eV
Gap between HOMO and LUMO ... 10.3961 eV
E_LUMO ... 1.2 eV
SMILES string ... CC[C@@H](C)CN

```
! wB97M-V def2-TZVPD RIJCOSX def2/J DEFGRID3
* xyz 0 1
C -0.24 0.60 -2.18
C -0.84 0.27 -0.87
C 0.21 0.11 0.28
C 0.46 1.44 1.01
C -0.13 -1.02 1.25
N 0.43 -2.31 0.80
H -1.05 0.80 -2.91
H 0.26 1.58 -2.19
H 0.36 -0.18 -2.62
H -1.48 1.02 -0.40
H -1.42 -0.65 -1.00
H 1.19 -0.13 -0.17
H 0.06 2.30 0.46
H -0.16 1.49 1.91
H 1.52 1.66 1.09
H 0.18 -0.71 2.25
H -1.20 -1.21 1.29
H 1.33 -2.18 0.38
H 0.53 -2.88 1.62
*
```


version c (0.608 eV below the next structure)


Version a
ORCA calculation (ωB97M-V/def2-TZVPD) on a molecular structure, C5H13N.

Computed properties:
HOMO ... -7.1 eV
Gap between HOMO and LUMO ... 6.9172 eV
E_LUMO ... -0.1 eV

```
! wB97M-V def2-TZVPD RIJCOSX def2/J DEFGRID3
* xyz 0 1
C 0.81 -1.67 0.18
C 0.99 -0.36 -0.36
C 0.34 0.73 0.43
C -0.99 0.87 -0.29
C 1.10 2.05 0.40
N -1.71 -1.77 -0.28
H 1.13 -2.47 -0.48
H 0.78 -1.87 1.23
H -0.11 -1.14 -0.48
H 1.85 -0.17 -0.99
H 0.16 0.37 1.45
H -1.67 1.58 0.21
H -0.84 1.20 -1.33
H -1.49 -0.16 -0.24
H 1.36 2.33 -0.63
H 0.45 2.82 0.81
H 2.02 2.06 0.99
H -2.12 -2.25 0.52
H -2.09 -2.15 -1.13
*
```


Version b
ORCA calculation (ωB97M-V/def2-TZVPD) on 2 unconnected molecules or ions with the total composition C5H13N.

Computed properties:
HOMO ... -9.1 eV
Gap between HOMO and LUMO ... 10.1414 eV
E_LUMO ... 1.1 eV
SMILES string ... C=CC.CCN

```
! wB97M-V def2-TZVPD RIJCOSX def2/J DEFGRID3
* xyz 0 1
C -1.45 -1.58 1.30
C -1.93 -1.01 0.16
C -3.11 -0.21 -0.13
H -0.68 -2.25 1.31
H -1.77 -1.28 2.30
H -1.45 -1.38 -0.70
H -2.64 0.82 -0.23
H -3.51 -0.31 -1.13
H -3.85 -0.39 0.59
C 2.21 0.73 0.81
C 1.58 0.61 -0.64
N 2.25 1.28 -1.72
H 1.44 1.15 1.49
H 2.67 -0.23 1.05
H 3.04 1.53 0.66
H 1.41 -0.53 -0.62
H 0.53 0.87 -0.47
H 3.17 1.36 -1.46
H 2.10 0.81 -2.57
*
```


Version c
ORCA calculation (ωB97M-V/def2-TZVPD) on a single C5H13N molecule.

Computed properties:
HOMO ... -8.6 eV
Gap between HOMO and LUMO ... 9.7512 eV
E_LUMO ... 1.2 eV
SMILES string ... CCCCNC

```
! wB97M-V def2-TZVPD RIJCOSX def2/J DEFGRID3
* xyz 0 1
C 0.18 2.30 1.56
C -0.99 1.73 0.44
C -1.01 0.13 0.35
C 0.12 -0.46 -0.29
N -0.08 -1.86 -0.81
C 1.14 -2.51 -1.43
H 1.02 2.00 0.92
H 0.30 1.72 2.43
H 0.12 3.40 1.75
H -1.95 2.23 0.63
H -0.71 2.09 -0.43
H -1.06 -0.31 1.46
H -1.92 -0.15 -0.23
H 0.51 0.11 -1.04
H 0.91 -0.54 0.57
H -0.91 -1.93 -1.31
H 0.85 -3.41 -1.89
H 1.73 -1.83 -2.11
H 1.76 -2.73 -0.57
*
```


Version d
ORCA calculation (ωB97M-V/def2-TZVPD) on a single C5H13N molecule.

Computed properties:
HOMO ... -8.6 eV
Gap between HOMO and LUMO ... 9.7522 eV
E_LUMO ... 1.2 eV
SMILES string ... CCCCNC

```
! wB97M-V def2-TZVPD RIJCOSX def2/J DEFGRID3
* xyz 0 1
C -0.33 3.04 0.12
C 0.33 1.74 -0.61
C -0.49 0.46 -0.59
C 0.45 -0.78 -0.03
N -0.42 -1.88 0.24
C 0.26 -3.14 0.46
H 0.63 3.51 0.61
H -0.95 3.58 -0.65
H -1.23 2.71 0.73
H 1.37 1.62 -0.17
H 0.44 2.12 -1.60
H -1.08 0.12 -1.50
H -1.41 0.37 0.17
H 0.96 -0.53 0.92
H 1.04 -1.10 -0.89
H -0.90 -1.61 1.13
H 0.91 -3.38 -0.33
H -0.46 -3.98 0.57
H 0.88 -2.87 1.42
*
```


version c (0.163 eV below the next structure)


Version a
ORCA calculation (ωB97M-V/def2-TZVPD) on a gas-phase ion, C4H5O (charge +1).

Computed properties:
HOMO ... -15.8 eV
Gap between HOMO and LUMO ... 8.0124 eV
E_LUMO ... -7.8 eV

```
! wB97M-V def2-TZVPD RIJCOSX def2/J DEFGRID3
* xyz 1 1
C 0.15 0.86 -0.10
C -1.11 0.21 -0.02
C 1.48 0.29 0.29
C -0.98 -1.12 0.04
O 2.08 -0.64 0.00
H 0.14 1.81 -0.67
H -1.88 0.88 -0.40
H 1.82 1.09 1.03
H 0.02 -1.56 0.25
H -1.71 -1.81 -0.42
*
```


Version b
ORCA calculation (ωB97M-V/def2-TZVPD) on 2 unconnected molecules or ions with the total composition C4H5O.

Computed properties:
HOMO (alpha / beta) ... -15.3 / -17.1 eV
Gap between HOMO and LUMO (alpha / beta) ... 7.8106 / 10.6543 eV
E_LUMO (alpha / beta) ... -7.5 / -6.4 eV

```
! wB97M-V def2-TZVPD RIJCOSX def2/J DEFGRID3
* xyz 1 1
C -0.62 0.99 0.25
C 0.55 0.67 0.78
C -1.05 -0.11 -0.55
C 0.92 -0.63 0.24
O -0.16 -1.04 -0.56
H -1.23 1.95 0.44
H 0.89 1.39 1.53
H -2.20 -1.11 -2.83
H 1.81 -0.87 -0.42
H 1.09 -1.25 1.12
*
```


version a (3.162 eV below the next structure)


Version a
ORCA calculation (ωB97M-V/def2-TZVPD) on a single C9H19N5O3S molecule.

Computed properties:
HOMO ... -8.9 eV
Gap between HOMO and LUMO ... 9.3463 eV
E_LUMO ... 0.5 eV
SMILES string ... [H]/N=C(\N)NCCC[C@H](NC(=O)[C@@H](N)CS)C(=O)O

```
! wB97M-V def2-TZVPD RIJCOSX def2/J DEFGRID3
* xyz 0 1
H -6.12 -0.43 -1.78
N -5.71 0.10 -0.97
C -4.98 -0.73 -0.35
N -4.49 -2.08 -0.76
N -4.38 -0.30 0.80
C -3.00 -0.52 1.02
C -2.18 0.24 0.04
C -0.67 0.09 0.47
C 0.38 0.82 -0.39
N 1.61 0.34 0.22
C 2.78 0.91 -0.41
O 2.69 1.55 -1.46
C 4.02 0.28 0.23
N 3.75 -0.19 1.53
C 4.36 -0.93 -0.76
S 6.14 -1.50 -0.42
C 0.31 2.32 -0.25
O -0.69 2.92 -0.76
O 1.35 2.94 0.49
H -4.88 -2.83 0.01
H -4.90 -2.30 -1.74
H -4.68 0.68 0.90
H -2.78 -0.14 2.07
H -2.76 -1.67 0.93
H -2.51 1.27 0.12
H -2.22 -0.11 -0.99
H -0.30 -1.03 0.52
H -0.62 0.37 1.55
H 0.35 0.49 -1.51
H 1.79 0.08 1.24
H 4.89 0.95 0.07
H 4.19 -1.32 1.82
H 4.25 0.52 2.24
H 3.61 -1.69 -0.63
H 4.28 -0.55 -1.83
H 5.88 -2.52 -1.42
H 1.26 3.97 0.18
*
```


Version b
ORCA calculation (ωB97M-V/def2-TZVPD) on a single C9H19N5O3S molecule.

Computed properties:
HOMO ... -8.8 eV
Gap between HOMO and LUMO ... 9.1897 eV
E_LUMO ... 0.4 eV
SMILES string ... [H]/N=C(/N)NCCC[C@H](N)C(=O)N[C@@H](CS)C(=O)O

```
! wB97M-V def2-TZVPD RIJCOSX def2/J DEFGRID3
* xyz 0 1
H -4.72 1.12 1.41
N -5.21 0.34 0.99
C -4.68 0.10 -0.15
N -5.22 -0.94 -0.88
N -3.46 0.58 -0.63
C -2.48 1.21 0.23
C -1.77 0.19 1.11
C -1.12 -0.98 0.36
C -0.06 -0.53 -0.77
N 0.42 -1.78 -1.43
C 1.06 0.38 -0.31
O 0.84 1.57 -0.04
N 2.26 -0.17 -0.07
C 3.41 0.52 0.56
C 4.32 -0.48 1.29
S 4.93 -1.77 0.11
C 4.16 1.42 -0.45
O 5.37 1.30 -0.64
O 3.37 2.30 -1.03
H -5.06 -0.96 -1.87
H -6.17 -1.15 -0.61
H -3.06 0.03 -1.37
H -1.67 1.78 -0.30
H -2.92 1.99 0.84
H -2.56 -0.21 1.80
H -1.05 0.66 1.82
H -0.69 -1.60 1.17
H -1.81 -1.62 -0.20
H -0.72 0.13 -1.38
H 0.92 -1.61 -2.29
H 0.94 -2.31 -0.75
H 2.47 -1.09 -0.42
H 2.94 1.16 1.31
H 3.73 -0.99 2.03
H 5.20 -0.02 1.74
H 5.59 -0.88 -0.56
H 2.48 2.31 -0.62
*
```


version b (3.523 eV below the next structure)